This record from OMol25 describes a molecular structure, C22H31MgN3Si in a non-equilibrium geometry. The level of theory is ωB97M-V/def2-TZVPD.

The geometry in XYZ format:
```
58
Properties=species:S:1:pos:R:3:nbo_charge:R:1
C -2.7578 -0.3336 0.5630 -0.983
C -1.9654 0.8042 -2.0464 -1.319
H -2.7771 -1.3769 0.3347 0.200
H -3.4236 0.1147 -0.2333 0.200
H -2.7364 0.1025 1.5280 0.200
H -1.6779 0.1650 -2.8867 0.203
H -2.9998 0.6015 -1.5593 0.178
H -1.6203 1.7900 -2.3006 0.204
C 0.0926 -2.3358 -0.0547 0.073
C 1.0232 -3.3810 -0.1378 -0.240
C 2.1459 -3.2205 -0.9532 -0.164
C 2.3270 -2.0007 -1.6086 -0.222
H -0.8224 -2.4504 0.5316 0.214
H 0.8451 -4.2831 0.4382 0.226
H 2.8925 -4.0105 -1.0488 0.227
H 3.1843 -1.8122 -2.2540 0.217
N 0.2965 -1.1517 -0.6460 -0.506
C 1.4173 -0.9399 -1.3904 0.184
C 1.7038 0.4581 -1.8461 0.156
N 0.9857 1.4699 -1.2903 -0.457
C 1.1708 2.7355 -1.6911 0.068
C 2.9879 2.0700 -3.1251 -0.169
C 2.1636 3.0881 -2.6195 -0.245
H 0.5018 3.4857 -1.2626 0.223
H 2.2476 4.1326 -2.9395 0.229
C 2.7509 0.7333 -2.7656 -0.222
H 3.3255 -0.1053 -3.1811 0.217
H 3.7922 2.2930 -3.8260 0.223
Mg -1.2576 0.5037 -0.2939 1.656
C -0.9471 2.5553 0.9448 -1.101
H -1.4704 3.2240 0.2294 0.183
H 0.0862 2.9042 1.1404 0.182
H -1.5063 2.4310 1.8938 0.178
C -2.7897 -2.3069 2.8684 -1.109
Si -1.4020 -1.0937 3.4399 1.799
C -2.2370 0.2567 4.4587 -1.142
C -0.3592 -2.2712 4.4520 -1.144
N -0.3854 -0.2815 2.2627 -0.842
C 0.7866 0.2659 2.5900 0.218
C 1.7671 0.5880 1.6078 -0.189
C 3.0670 0.9350 1.9235 -0.230
C 3.4409 1.0823 3.2620 -0.168
C 2.4797 0.8956 4.2685 -0.237
C 1.1706 0.5459 3.9531 -0.202
H -3.6114 -1.7007 2.4378 0.248
H -3.1099 -2.8651 3.7844 0.236
H -2.4265 -3.0305 2.1069 0.224
H -3.1707 -0.1341 4.8867 0.239
H -1.6073 0.6085 5.2872 0.233
H -2.4839 1.1326 3.8420 0.251
H 0.3959 -2.7359 3.8022 0.239
H 0.1625 -1.7814 5.2835 0.236
H -1.0063 -3.0628 4.8554 0.236
H 1.4520 0.5271 0.5773 0.234
H 3.7765 1.0947 1.1157 0.215
H 4.4666 1.3464 3.5240 0.214
H 2.7477 1.0205 5.3228 0.217
H 0.4205 0.4491 4.7502 0.212
```

## Properties
HOMO level (spin up / spin down) = -0.2555 / -0.2134 Eh
total charge = 0